DFT (wB97M-V/def2-TZVPD) results for a molecular structure, C14H25BrCl4F2KLiN4NaO7.

Structure (XYZ):
```
60
Properties=species:S:1:pos:R:3:forces:R:3
C 0.93510 -1.51859 1.02405 0.0 0.4 0.1
C 1.89411 -1.06188 -0.09899 0.2 -0.3 0.1
C 2.65465 0.16311 0.25315 -0.1 0.3 -0.3
O 3.74578 0.30999 0.71003 -0.2 0.0 -0.3
O 1.97980 1.39951 -0.07293 -0.2 0.6 0.2
C 0.56803 1.45521 0.23532 0.0 -0.5 -0.1
C -0.01293 2.83133 -0.05476 0.1 -0.2 0.2
N -1.33731 2.86160 0.55151 -0.4 0.7 -0.3
C -1.49961 3.54468 1.92206 0.1 -0.4 0.6
O -1.92489 2.66383 2.82372 -0.2 0.1 -0.1
N -0.54135 2.34533 3.79306 0.4 -0.3 0.0
O -0.60296 1.32529 4.24529 -0.3 0.1 0.4
C -2.32407 2.22246 -0.00118 0.8 0.7 -0.1
N -2.14025 1.55522 -1.21389 -0.6 -0.7 -0.2
C -3.07134 0.39650 -1.04072 -0.5 0.2 -0.1
C -3.76893 0.64765 0.31585 -0.1 0.5 0.0
F -2.97043 0.05416 1.24605 0.1 -0.2 0.3
C -5.21586 0.12470 0.45175 -0.1 -0.1 -0.3
C -6.31938 1.16371 0.42358 0.1 0.1 -0.1
F -5.29920 -0.55224 1.63175 -0.1 -0.2 0.4
N -3.61017 2.11444 0.53378 0.3 -0.8 -0.2
H -0.10426 -1.33895 0.76042 -0.1 0.0 0.0
H 1.14022 -0.98180 1.95129 -0.1 -0.1 0.1
H 1.09944 -2.57415 1.20835 0.0 -0.1 -0.1
H 1.37529 -0.90116 -1.04284 0.0 0.0 0.2
H 2.62357 -1.85980 -0.25666 0.0 0.0 0.2
H 0.03479 0.74107 -0.38552 0.0 -0.1 0.0
H 0.42577 1.19423 1.28156 0.0 0.1 0.1
H 0.56013 3.62455 0.43394 0.0 0.0 0.0
H -0.07146 3.02395 -1.12262 0.1 0.0 -0.1
H -2.13256 4.42197 1.77747 -0.2 -0.1 -0.1
H -0.47697 3.87677 2.16626 0.0 0.2 -0.1
H -2.58184 2.16079 -1.99394 0.4 0.4 1.4
H -2.54380 -0.55024 -1.01772 0.1 -0.1 -0.1
H -3.83243 0.40450 -1.83216 0.1 -0.2 -0.1
H -5.37161 -0.61744 -0.33420 0.1 0.0 -0.1
H -6.08676 2.02622 -0.19912 -0.1 0.0 -0.1
H -7.23774 0.73221 0.04071 -0.1 -0.1 0.1
H -6.48483 1.50474 1.44184 0.0 0.1 0.0
H -4.23925 2.58266 -0.13018 -0.1 0.2 0.3
Br -1.69445 1.32038 6.76436 0.2 0.0 -0.3
O 4.62670 -6.61445 -0.62024 0.1 -0.1 -0.1
C 4.32319 -5.62821 0.10496 -0.2 -0.4 -0.5
C 2.82186 -4.80156 -0.31407 -0.9 0.3 -0.4
O 2.64020 -3.80521 0.47988 0.3 -0.1 0.1
H 5.05935 -4.78261 0.10796 -1.3 0.8 -1.5
H 4.16552 -5.84594 1.19590 -1.5 -0.1 -0.3
H 2.10535 -5.64130 -0.25174 0.2 -0.1 0.3
H 2.99839 -4.57124 -1.38445 0.4 0.0 0.1
C 2.36587 -0.20447 -4.20863 -0.1 0.0 0.1
Cl 1.94231 -1.64868 -5.09555 0.0 0.0 0.0
Cl 2.72784 1.11627 -5.31018 0.0 0.0 0.0
Cl 0.96920 0.27640 -3.18064 -0.2 0.2 -0.2
Cl 3.73384 -0.50977 -3.14453 0.2 0.0 0.0
K 6.10988 -5.36901 1.61222 3.1 -0.3 2.4
O 6.18924 -0.06739 -1.06231 0.0 -0.2 -0.1
H 5.49640 -0.07356 -0.39207 0.0 0.1 0.0
H 6.02487 0.69006 -1.62918 0.0 0.1 0.0
Li 2.86566 3.02055 -0.35813 0.2 -0.4 0.2
Na -2.70568 1.62362 -3.73893 0.0 -0.3 -1.5
```
Positions in Å, forces in eV/Å.

Output
**Charge**: +1
**Gap between HOMO and LUMO**: 1.45 eV
**Multiplicity**: 1
**Total energy**: -181710.516 eV
**Highest occupied orbital energy**: -7.00 eV

DFT (wB97M-V/def2-TZVPD) results for a molecular structure, C14H25BrLuO3P2.

Structure (XYZ):
```
46
Properties=species:S:1:pos:R:3:forces:R:3
Lu -0.79067 -0.16660 -1.45525 -1.1 -1.1 0.5
H 1.00105 0.63393 -1.11338 1.7 -0.7 0.4
H 1.09501 -0.08619 -0.80688 1.2 1.2 -0.3
P -0.77935 2.02737 -2.80533 0.3 0.3 -0.3
P -0.86632 -2.52598 -0.53523 0.6 0.7 -0.2
C -1.89370 -2.61823 0.92856 0.0 -0.5 0.2
H -1.93639 -3.69515 1.13701 -0.5 0.2 0.4
H -1.41164 -2.07501 1.75429 -0.2 -0.3 -0.4
H -2.88284 -2.18730 0.72854 0.2 -0.3 0.0
C -1.65194 -3.41295 -1.88822 0.1 -0.8 0.5
H -1.02707 -3.32617 -2.79205 -0.3 -0.3 0.3
H -1.69303 -4.43879 -1.49814 -0.4 -0.2 -0.8
H -2.64511 -2.98298 -2.07315 0.3 -0.3 0.1
C 0.77022 -3.21849 -0.21217 -0.5 -0.5 0.1
H 1.22884 -2.68901 0.63396 -0.2 -0.3 -0.3
H 0.53943 -4.26175 0.03467 0.8 -0.1 0.0
H 1.39057 -3.12269 -1.11346 -0.2 -0.3 0.3
C -1.71997 1.57148 -4.28769 0.0 0.5 -0.3
H -1.72770 2.46653 -4.92551 -0.2 -0.4 -0.2
H -1.23247 0.72412 -4.79810 -0.2 0.4 0.1
H -2.73855 1.26941 -4.00754 0.4 0.2 -0.1
C -1.63309 3.41332 -2.02486 0.1 0.1 -0.3
H -1.06428 3.72189 -1.13673 -0.2 0.1 -0.3
H -1.66612 4.20186 -2.78969 -0.2 0.1 0.5
H -2.64038 3.09527 -1.72134 0.2 0.2 -0.2
C 0.85950 2.58850 -3.35719 -0.6 0.2 0.0
H 1.37364 1.74498 -3.84088 -0.1 0.4 0.0
H 0.65301 3.40842 -4.05636 0.7 -0.1 0.0
H 1.42205 2.91271 -2.46979 -0.1 0.1 -0.4
C -1.69985 0.86180 0.32584 -3.5 3.5 7.4
O -2.17310 1.31754 1.31126 2.5 -2.5 -5.7
H -2.52926 -0.46238 -2.17190 -0.4 0.1 -0.2
Br 0.70122 -2.38615 3.24137 0.1 -0.1 0.4
C 1.57482 -0.77374 3.68652 0.5 1.6 -0.2
C 2.25294 -0.76479 4.90475 0.2 0.1 0.2
C 2.94916 0.36617 5.34723 -0.3 0.0 -0.6
C 2.96517 1.51348 4.54916 0.3 -0.2 0.6
C 2.30182 1.53116 3.34371 -0.2 -0.4 -0.1
C 1.60134 0.40753 2.88213 0.0 -0.3 0.2
C 0.92091 0.62417 1.54047 -0.2 -2.1 1.4
O 1.08118 1.67831 0.95586 -0.6 0.6 -1.2
O 0.19133 -0.39601 1.15572 0.0 1.4 -1.5
H 2.24556 -1.65434 5.53040 0.0 0.1 -0.2
H 3.47087 0.34482 6.30245 -0.1 0.0 -0.2
H 3.49908 2.39963 4.87173 0.0 -0.1 0.1
H 2.31412 2.42031 2.71521 0.0 -0.3 0.2
```
Positions in Å, forces in eV/Å.

Output
**Charge**: +1
**Gap between HOMO and LUMO**: 7.04 eV
**Multiplicity**: 1
**Total energy**: -143297.970 eV
**Highest occupied orbital energy**: -11.26 eV
**Energy above the lowest of the compared OMol25 structures with the same formula, charge and spin**: 25.8 kcal per mole

DFT (wB97M-V/def2-TZVPD) results for a molecular structure, C14H25CaClNP.

Structure (XYZ):
```
43
Properties=species:S:1:pos:R:3:forces:R:3
C -0.76367 -2.66585 2.49795 -0.1 0.0 0.0
C 0.53268 -2.45221 2.02414 0.4 0.5 -0.1
C 0.83105 -1.33929 1.19681 -1.0 -1.7 0.9
C -0.21759 -0.52975 0.78595 0.7 1.0 -1.2
C -1.51123 -0.72598 1.24287 -0.3 -1.1 1.1
C -1.79364 -1.78849 2.13543 0.2 0.5 -0.4
C 2.30174 -1.14379 0.82974 0.2 -0.3 0.5
C 2.73685 -0.40754 -0.43343 -0.1 -0.7 -0.5
N 1.77362 -0.39728 -1.59320 0.9 -0.3 -0.9
Ca 0.95571 1.32376 -0.19275 -1.6 0.9 2.3
C -2.57200 0.29727 0.88134 0.3 0.5 -0.1
P -1.84613 1.39893 -0.43802 0.0 -0.7 0.6
H 1.34946 -3.11875 2.32270 -0.3 0.0 0.0
H -2.79846 -1.89058 2.56151 0.3 -0.1 -0.2
H -0.97183 -3.51300 3.16568 0.1 0.4 -0.3
H -2.80241 0.94157 1.74992 0.0 -0.3 -0.2
H -3.50960 -0.14230 0.49393 0.3 0.2 0.2
H 2.77256 -0.58055 1.65638 0.0 -0.4 -0.1
H 2.80489 -2.12306 0.74927 -0.4 0.3 0.5
H 3.06573 0.60867 -0.11548 0.0 -0.1 -0.7
C -3.13071 2.66426 -0.63669 -0.3 0.2 -0.1
C -2.22829 0.31198 -1.85017 -0.1 0.0 -0.6
H 3.63894 -0.88191 -0.80771 0.3 0.0 0.3
C 1.00005 -1.67955 -1.74126 0.4 -0.1 -0.3
C 2.60550 -0.23915 -2.84556 -0.1 -0.2 0.2
H 0.95303 3.69429 -0.48798 0.5 -0.6 -1.5
H 1.36359 -2.18997 -2.65056 -0.4 0.1 0.4
H 1.25252 -2.33824 -0.90940 -0.6 0.1 -0.1
H -0.08472 -1.50137 -1.85192 0.8 -0.2 0.4
H 2.57161 -1.21716 -3.35631 0.3 0.7 -0.1
H 2.24351 0.53921 -3.54567 0.2 -0.3 0.5
H 3.66080 -0.09135 -2.56110 -0.4 0.4 -0.4
H -3.31737 0.18220 -1.90234 0.2 -0.1 -0.2
H -1.85903 0.77837 -2.77279 -0.2 -0.2 0.0
H -1.75379 -0.66880 -1.73923 -0.2 0.3 0.1
H -4.12884 2.21007 -0.65870 0.1 0.2 0.0
H -3.06857 3.38247 0.18922 0.0 -0.1 -0.2
H -2.95027 3.20221 -1.57502 -0.1 0.0 0.2
H 1.16929 3.36723 -1.20162 -0.4 1.1 1.3
Cl 0.78279 3.46623 2.20534 0.8 2.8 -1.0
C 0.38652 1.91811 2.73073 -0.2 -3.0 -0.8
H -0.62504 1.86853 3.12618 0.2 0.0 0.2
H 1.18073 1.47057 3.32180 -0.2 0.2 0.3
```
Positions in Å, forces in eV/Å.

Output
**Gap between HOMO and LUMO**: 5.00 eV
**Multiplicity**: 1
**Total energy**: -56658.858 eV
**Highest occupied orbital energy**: -5.12 eV
**Energy above the lowest of the compared OMol25 structures with the same formula, charge and spin**: 6.0 kcal per mole